Molecular formula: C6H6INS
Method: DFT, ωB97M-V with the def2-TZVPD basis set

Each atom is followed by the atoms it is bonded to, with distances in Å.
CARTESIAN COORDINATES (ANGSTROEM)
1 C 0.17597 2.16651 -0.02860  C2 1.356, C3 1.405, H10 1.020
2 C -0.35108 0.92605 0.11942  C1 1.356, C4 1.464, H11 1.114
3 C 1.45072 1.99829 -0.59510  C1 1.405, N7 1.328, H12 1.039
4 C 0.65391 -0.08064 -0.22549  C2 1.464, C6 1.418, N7 1.357
5 C -0.75655 -2.03412 0.26282  C6 1.383, H13 1.019, H14 1.021
6 C 0.45271 -1.48009 -0.11745  C4 1.418, C5 1.383, H15 1.081
7 N 1.66779 0.69165 -0.69153  C3 1.328, C4 1.357
8 S 3.76268 -0.59991 -1.50055  I9 2.327
9 I 5.02631 0.00035 0.35851  S8 2.327
10 H -0.24273 3.07730 0.15941  C1 1.020
11 H -1.38442 0.78001 0.50836  C2 1.114
12 H 1.96094 2.85991 -0.87348  C3 1.039
13 H -0.83906 -3.04796 0.21088  C5 1.019
14 H -1.53417 -1.54181 0.70483  C5 1.021
15 H 1.37736 -1.99629 -0.33413  C6 1.081

Computed properties:
**Calculated total energy**: -26740.2652 eV
**Gap between HOMO and LUMO (alpha / beta)**: 4.4 / 4.4 eV
**ΔE to the lowest compared entry with this formula, charge and spin**: 51.5 kcal/mol
**Lowest unoccupied orbital energy (alpha / beta)**: -2.963 / -2.971 eV

Molecular formula: C6H6N
Method: DFT, ωB97M-V with the def2-TZVPD basis set

Each atom is followed by the atoms it is bonded to, with distances in Å.
CARTESIAN COORDINATES (ANGSTROEM)
1 C 1.52835 -1.86496 0.00708  C2 1.283
2 C 0.28341 -1.55764 0.03312  C1 1.283, C5 1.501, H10 1.082
3 C 1.87886 0.91443 0.03048  C4 1.290, N7 1.319, H8 1.121
4 C 2.95961 0.21334 -0.03642  C3 1.290, H9 1.063
5 C -0.22727 -0.14599 0.02145  C2 1.501, C6 1.470, N7 1.268
6 C -1.68300 0.05333 -0.01421  C5 1.470, H11 1.087, H12 1.094, H13 1.096
7 N 0.56194 0.84580 0.04428  C3 1.319, C5 1.268
8 H 2.24778 1.97067 0.09382  C3 1.121
9 H 4.01022 0.06984 -0.11566  C4 1.063
10 H -0.49832 -2.30607 0.05485  C2 1.082
11 H -2.23906 -0.84134 -0.28191  C6 1.087
12 H -1.93050 0.84794 -0.72440  C6 1.094
13 H -2.02834 0.39846 0.96663  C6 1.096

Computed properties:
**Calculated total energy**: -7793.9077 eV
**Gap between HOMO and LUMO**: 7.7 eV
**ΔE to the lowest compared entry with this formula, charge and spin**: 134.6 kcal/mol
**Lowest unoccupied orbital energy**: -7.617 eV
**Charge**: +1

Molecular formula: C6H6N
Method: DFT, ωB97M-V with the def2-TZVPD basis set

Each atom is followed by the atoms it is bonded to, with distances in Å.
CARTESIAN COORDINATES (ANGSTROEM)
1 C 0.41009 2.26895 0.14500  C2 1.329, H8 1.098, H9 1.181
2 C -0.17109 1.11469 0.45426  C1 1.329, C3 1.406, C7 1.643
3 C -0.53786 0.46253 1.64501  C2 1.406, N4 1.195
4 N -1.04637 -0.54929 2.02569  C3 1.195, C5 1.376
5 C -1.01783 -1.76046 1.37431  N4 1.376, C6 1.351, H10 1.143
6 C -0.44802 -1.55424 0.16698  C5 1.351, C7 1.427, H11 1.038
7 C 0.10042 -0.32097 -0.29637  C2 1.643, C6 1.427, H12 1.065, H13 1.083
8 H 0.84816 2.20629 -0.85993  C1 1.098
9 H 0.25027 3.26071 0.76667  C1 1.181
10 H -1.65925 -2.67157 1.62869  C5 1.143
11 H -0.15749 -2.22918 -0.56570  C6 1.038
12 H 1.16240 -0.30844 -0.36944  C7 1.065
13 H -0.20391 -0.14120 -1.32048  C7 1.083

Computed properties:
**Calculated total energy**: -7797.3454 eV
**Structure (SMILES)**: C=C1C#[N+]C=CC1
**Gap between HOMO and LUMO**: 8.3 eV
**ΔE to the lowest compared entry with this formula, charge and spin**: 55.3 kcal/mol
**Lowest unoccupied orbital energy**: -5.925 eV
**Charge**: +1

| no. | molar mass (g mol⁻¹) |
| --- | --- |
| 1 | 251.1 |
| 2 | 92.1 |
| 3 | 92.1 |